C14H21NO | wB97M-V/def2-TZVPD

The geometry in ORCA input format:
```
! wB97M-V def2-TZVPD RIJCOSX def2/J DEFGRID3
* xyz 0 1
H 1.50954 3.08828 3.26259
H 0.44398 -2.01294 2.39416
C 1.13929 2.68332 2.31659
H 0.91807 -0.28280 3.97323
O 0.87304 0.69205 -1.29805
C -0.31644 0.30763 -1.77300
C 2.26871 2.67582 1.29409
H 2.61527 3.69196 1.11576
C 0.51837 1.30873 2.57095
C -2.80124 -0.35750 -2.84405
C -0.52327 -1.52581 -0.07881
H 3.11354 2.09224 1.65064
H -0.23197 1.79547 -3.28741
H 2.64623 -0.13693 1.46772
H -3.77028 -0.60914 -3.24766
C -2.30132 -1.05834 -1.76773
N 0.50935 -1.06600 0.51118
H 1.72072 -2.55028 1.28625
C 2.14056 -0.67737 2.26702
H -0.58504 -3.41542 0.93865
C -1.05450 -0.75862 -1.21081
H 1.05345 0.12589 -0.49536
C -2.05495 0.66900 -3.40635
H -2.13822 -2.57811 0.84936
H 2.24709 0.84736 3.77334
C -1.22197 -2.80425 0.30456
C 1.16086 -1.67196 1.63599
H -1.47651 -3.37674 -0.58383
H 0.15333 0.89949 1.62923
H -0.34752 1.45437 3.22192
H -2.43752 1.21608 -4.25505
H 1.92626 2.26131 0.34939
H 2.89236 -1.24434 2.82163
H -2.90188 -1.84581 -1.34011
C 1.46998 0.30241 3.23259
H 0.35089 3.35178 1.96142
C -0.82733 0.99563 -2.87538
*
```

Its SMILES is CCCCCC/N=C(\C)c1ccccc1O.

The Löwdin scheme yields these atomic charges, measured in e: atom 1 (H): 0.103, atom 2 (H): 0.121, atom 3 (C): -0.262, atom 4 (H): 0.104, atom 5 (O): 0.041, atom 6 (C): -0.262, atom 7 (C): -0.103, atom 8 (H): 0.070, atom 9 (C): -0.213, atom 10 (C): -0.099, atom 11 (C): -0.261, atom 12 (H): 0.064, atom 13 (H): 0.116, atom 14 (H): 0.099, atom 15 (H): 0.098, atom 16 (C): -0.045, atom 17 (N): 0.036, atom 18 (H): 0.127, atom 19 (C): -0.192, atom 20 (H): 0.070, atom 21 (C): -0.102, atom 22 (H): 0.056, atom 23 (C): -0.083, atom 24 (H): 0.097, atom 25 (H): 0.107, atom 26 (C): -0.013, atom 27 (C): -0.215, atom 28 (H): 0.086, atom 29 (H): 0.089, atom 30 (H): 0.106, atom 31 (H): 0.104, atom 32 (H): 0.057, atom 33 (H): 0.108, atom 34 (H): 0.102, atom 35 (C): -0.203, atom 36 (H): 0.103, atom 37 (C): -0.012

=====

C24H33N9SbSeTl | wB97M-V/def2-TZVPD

The geometry in ORCA input format:
```
! wB97M-V def2-TZVPD RIJCOSX def2/J DEFGRID3
* xyz 2 1
C -0.70500 6.17797 -0.12024
H -3.73600 -3.60779 0.14737
C -1.51593 2.59415 -0.29333
H 2.57235 3.82902 -3.30642
H -1.07661 -3.82165 -0.89936
C 2.22730 4.50311 -1.30493
H 3.03148 3.92747 -0.84669
C 4.22117 -1.89721 0.17688
H -4.95030 -1.37478 0.34612
N 0.72960 -2.89301 -0.55738
C 2.93837 0.48244 -0.03566
H 0.96628 4.51518 -3.09263
C -4.67752 -1.34763 1.40503
C 4.02632 -4.40226 0.23384
H -4.25790 -4.06887 1.75504
H 0.57467 7.77922 0.65748
C -0.03634 -3.97608 -0.62670
H 4.83498 1.42297 0.36192
H -2.53185 -4.06787 1.38170
H 2.38392 1.41311 -0.12894
C 4.94961 -0.72010 0.33214
C 1.76620 -5.42277 -0.09243
C 2.59020 -4.29762 -0.02500
H 2.20195 -6.39970 0.08106
H 1.32379 2.89658 -2.48242
Sb 0.66498 4.57109 0.13732
N -2.60217 2.12558 -0.06188
C 1.19066 4.05343 2.12982
C 2.03031 -3.03845 -0.23662
H -3.92839 -2.48291 3.74488
H -0.75796 8.30692 -0.35644
H -0.24168 -6.10651 -0.43790
N 4.64630 -5.54012 0.37642
H 0.27285 4.20203 2.69803
H -2.92324 -1.03849 3.52861
N -2.27276 -1.29716 -0.35291
Tl -0.00238 -0.64632 -1.67100
C 2.85234 -1.81257 -0.09155
Se 6.35207 -5.14243 0.61536
H -1.36805 6.11872 0.74151
H 3.27840 4.71993 2.10555
H -2.19755 -2.65847 3.43124
N 6.11431 -3.39390 0.50507
C 2.36669 4.85807 2.68844
H 2.57244 4.51986 3.70389
H 6.01302 -0.78489 0.52961
N -4.88651 1.71596 -0.94014
C 0.43290 -5.26176 -0.38224
H 2.15016 5.92573 2.74154
C -3.38045 -2.09000 1.69519
H -3.01203 -0.65666 -0.61604
H -2.53360 -2.19067 -0.76867
C 1.72882 3.89729 -2.61798
H -1.26200 5.90746 -1.01534
C -3.47559 -3.53861 1.20920
C 4.30066 0.49018 0.23329
H 0.65848 7.58330 -1.10283
C 4.83794 -3.21628 0.30668
N -0.35657 2.93253 -0.40174
H -4.60027 -0.30387 1.72048
C -0.00088 7.53155 -0.23583
H 1.39119 2.98566 2.06474
H -5.49806 -1.80955 1.95724
N 2.23091 -0.62629 -0.19926
H -1.38305 -1.83224 1.31903
C -3.81934 1.93948 -0.55869
N -2.24714 -1.36473 1.06917
H 2.56837 5.53156 -1.42614
C -3.08742 -2.06464 3.19060
*
```

The Löwdin scheme yields these atomic charges, measured in e: atom 1 (C): -0.340, atom 2 (H): 0.076, atom 3 (C): -0.300, atom 4 (H): 0.092, atom 5 (H): 0.099, atom 6 (C): -0.338, atom 7 (H): 0.055, atom 8 (C): -0.070, atom 9 (H): 0.078, atom 10 (N): -0.002, atom 11 (C): -0.148, atom 12 (H): 0.082, atom 13 (C): -0.045, atom 14 (C): -0.340, atom 15 (H): 0.097, atom 16 (H): 0.077, atom 17 (C): -0.127, atom 18 (H): 0.113, atom 19 (H): 0.079, atom 20 (H): 0.083, atom 21 (C): 0.032, atom 22 (C): 0.038, atom 23 (C): -0.071, atom 24 (H): 0.132, atom 25 (H): 0.044, atom 26 (Sb): 1.703, atom 27 (N): 0.174, atom 28 (C): -0.344, atom 29 (C): -0.148, atom 30 (H): 0.095, atom 31 (H): 0.092, atom 32 (H): 0.125, atom 33 (N): -0.207, atom 34 (H): 0.071, atom 35 (H): 0.087, atom 36 (N): -0.095, atom 37 (Tl): 0.834, atom 38 (C): -0.148, atom 39 (Se): 1.208, atom 40 (H): 0.070, atom 41 (H): 0.073, atom 42 (H): 0.087, atom 43 (N): -0.210, atom 44 (C): -0.151, atom 45 (H): 0.089, atom 46 (H): 0.131, atom 47 (N): 0.190, atom 48 (C): -0.009, atom 49 (H): 0.077, atom 50 (C): -0.639, atom 51 (H): 0.047, atom 52 (H): 0.052, atom 53 (C): -0.157, atom 54 (H): 0.069, atom 55 (C): -0.045, atom 56 (C): -0.027, atom 57 (H): 0.074, atom 58 (C): -0.343, atom 59 (N): -0.061, atom 60 (H): 0.084, atom 61 (C): -0.152, atom 62 (H): 0.057, atom 63 (H): 0.096, atom 64 (N): -0.006, atom 65 (H): 0.096, atom 66 (C): -0.293, atom 67 (N): -0.064, atom 68 (H): 0.068, atom 69 (C): -0.043

=====

In the order shown, the computed E_tot values come out to -676.06096 -4240.72911 Ha.
In the order shown, the computed energy above the lowest of the compared OMol25 structures with the same formula, charge and spin values come out to 20.4 1.7 kcal per mole.
In the order shown, the computed HOMO-LUMO gap values come out to 8.939 7.931 eV.